136
Properties=species:S:1:pos:R:3:forces:R:3:mulliken_charge:R:1 method="wB97M-V/def2-TZVPD" gap_ev=8.055 homo_ev=-8.022
C 7.135 2.545 3.416 -1.2 0.0 -0.6 -1.19
C 5.692 2.741 2.777 0.7 -0.6 1.3 -0.25
C 4.634 2.741 3.948 0.1 0.6 -1.3 -0.47
Cl 3.919 1.093 4.199 0.4 0.5 -0.2 -0.11
C 3.543 3.871 3.781 1.1 1.6 3.5 0.65
C 2.280 3.677 4.675 -0.8 -1.3 -0.2 -1.09
C 1.121 2.806 4.075 -0.9 -0.8 0.1 -0.59
N 1.242 2.481 2.647 0.5 0.9 0.2 -0.10
C 4.295 5.078 4.529 2.3 0.1 -0.3 -0.61
O 4.086 6.324 3.804 -0.9 -0.8 -1.0 -0.41
S 3.011 6.006 2.622 -0.5 0.8 0.8 1.24
O 1.745 6.317 3.226 0.4 -1.1 -0.3 -0.63
O 3.232 6.648 1.364 1.0 -0.7 0.7 -0.64
O 3.397 4.442 2.467 -0.9 0.5 0.2 -0.44
H 7.793 2.130 2.630 -0.1 0.3 0.7 0.39
H 7.041 1.857 4.283 0.4 0.3 -0.6 0.29
H 7.491 3.540 3.755 0.0 -0.7 -0.1 0.30
H 5.442 1.867 2.143 0.2 0.8 0.0 0.42
H 5.734 3.702 2.231 -0.5 -0.7 0.1 0.24
H 5.219 2.952 4.872 -0.9 -0.2 -0.4 0.59
H 2.633 3.147 5.595 0.0 0.4 -0.7 0.41
H 1.845 4.629 5.051 0.6 -0.4 -0.7 0.57
H 0.177 3.393 4.191 0.6 -0.4 -0.1 0.31
H 0.955 1.855 4.657 0.4 1.3 -0.2 0.06
H 0.439 1.955 2.316 0.3 0.1 0.2 0.11
H 2.100 1.987 2.420 -0.3 -0.2 0.2 0.09
H 4.122 5.175 5.620 -0.6 0.1 -0.8 0.34
H 5.408 4.978 4.439 -0.8 -0.3 0.0 0.36
C 0.126 -0.175 -0.497 -2.3 0.9 3.9 -0.71
C -0.524 0.109 0.848 -0.1 0.0 -0.3 0.27
N -1.009 0.345 1.867 0.0 -0.4 -0.2 -0.62
H -0.654 -0.450 -1.199 -0.1 0.1 0.2 0.31
H 0.624 0.719 -0.832 -0.3 0.3 0.6 0.50
H 0.824 -0.987 -0.378 -0.3 0.0 0.9 0.35
C -0.684 5.486 1.103 0.1 -0.4 -0.1 -0.62
C -0.517 4.090 0.666 -0.1 0.3 0.0 0.46
N -0.386 2.999 0.331 -0.2 0.4 -0.4 -0.42
H -0.788 6.135 0.234 0.0 0.0 0.0 0.32
H -1.575 5.575 1.723 0.0 0.0 0.0 0.30
H 0.184 5.799 1.681 -0.1 0.0 0.0 0.00
C 2.965 8.111 -1.364 0.2 0.3 -0.2 -0.68
C 3.781 9.055 -2.146 -0.2 -0.2 0.1 0.31
N 4.418 9.794 -2.756 -0.1 -0.2 0.1 -0.45
H 1.926 8.436 -1.361 0.0 0.0 -0.1 0.28
H 3.025 7.118 -1.807 0.0 0.1 0.0 0.23
H 3.326 8.065 -0.340 0.0 0.0 -0.1 0.30
C 7.402 10.172 -4.399 0.2 -0.4 -0.2 -0.41
C 8.162 9.136 -5.122 -0.1 0.2 0.1 0.28
N 8.754 8.328 -5.686 -0.2 0.2 0.1 -0.38
H 7.996 10.559 -3.572 0.0 0.0 0.0 0.27
H 7.158 10.991 -5.074 0.0 0.0 0.0 0.25
H 6.479 9.749 -4.006 0.0 0.1 0.0 0.04
C -4.039 -1.586 2.307 -0.1 -0.2 -0.3 -0.59
C -4.317 -2.522 1.202 0.1 0.1 0.2 0.36
N -4.533 -3.264 0.350 0.0 0.2 0.2 -0.42
H -4.958 -1.080 2.602 0.0 0.0 0.0 0.28
H -3.645 -2.134 3.161 0.0 0.0 0.0 0.27
H -3.307 -0.840 1.995 0.0 -0.1 0.0 0.11
C -8.034 -3.736 0.888 -0.4 0.3 0.2 0.01
C -9.114 -2.839 1.346 0.2 -0.2 -0.1 0.29
N -9.953 -2.145 1.714 0.2 -0.2 -0.1 -0.42
H -8.242 -4.761 1.195 0.0 0.0 0.0 -0.21
H -7.956 -3.697 -0.197 0.0 0.0 0.0 0.31
H -7.087 -3.423 1.322 0.0 0.0 -0.1 -0.01
C -8.197 -7.722 -1.050 0.0 0.1 0.4 -0.65
C -8.084 -7.618 0.415 0.0 -0.1 -0.2 0.34
N -7.994 -7.553 1.559 -0.1 0.1 -0.3 -0.40
H -7.233 -7.997 -1.476 0.0 0.0 0.0 0.17
H -8.930 -8.484 -1.311 0.0 0.0 0.0 0.29
H -8.513 -6.766 -1.466 0.0 0.0 0.0 0.26
C -1.312 3.224 -3.690 0.1 -0.3 0.0 -0.73
C -0.847 1.839 -3.881 -0.1 0.2 0.1 0.23
N -0.484 0.758 -4.030 -0.3 0.3 -0.3 -0.28
H -1.890 3.297 -2.769 0.1 -0.1 0.0 0.25
H -0.458 3.897 -3.629 0.0 0.0 0.0 0.22
H -1.940 3.520 -4.530 0.1 -0.1 0.0 0.31
C 3.040 8.425 -6.350 -0.2 -0.2 0.3 -0.77
C 2.228 7.736 -5.331 0.2 0.1 -0.2 0.32
N 1.598 7.198 -4.535 0.1 0.1 -0.1 -0.37
H 4.069 8.072 -6.302 0.0 0.0 0.0 0.23
H 2.639 8.222 -7.342 0.0 0.0 0.0 0.32
H 3.023 9.499 -6.170 0.0 0.0 0.0 0.27
C -0.107 1.306 -8.128 -0.3 0.2 0.1 -0.60
C -1.169 2.189 -7.613 0.2 -0.2 -0.1 0.36
N -1.995 2.878 -7.211 0.2 -0.1 0.0 -0.42
H -0.336 0.270 -7.881 0.0 0.0 0.0 0.10
H -0.035 1.407 -9.210 0.0 0.0 0.0 0.33
H 0.848 1.576 -7.680 0.0 0.0 0.0 0.25
C 1.495 -1.519 6.500 -0.2 0.5 0.0 -0.80
C 1.045 -0.120 6.610 0.0 -0.3 0.0 0.32
N 0.693 0.972 6.696 0.1 -0.3 0.2 -0.45
H 2.250 -1.606 5.722 0.0 0.0 0.1 0.27
H 1.922 -1.846 7.447 0.0 0.0 -0.1 0.31
H 0.650 -2.160 6.250 0.0 0.1 0.0 0.30
C 2.238 -2.047 -4.102 -0.2 0.7 0.7 -0.66
C 1.661 -1.256 -3.001 0.2 0.1 0.2 0.46
N 1.212 -0.638 -2.134 3.2 -1.6 -5.4 -0.39
H 3.204 -2.451 -3.804 0.0 0.0 0.0 0.37
H 1.576 -2.860 -4.351 0.0 0.1 0.1 -0.14
H 2.372 -1.416 -4.981 0.0 0.0 0.0 0.27
C -9.897 -5.508 3.883 0.0 0.1 0.4 -0.42
C -9.778 -5.431 5.350 0.0 0.0 -0.3 0.23
N -9.685 -5.371 6.494 0.0 0.0 -0.2 -0.37
H -8.937 -5.776 3.444 0.0 -0.1 0.1 0.10
H -10.635 -6.262 3.610 0.1 0.0 0.0 0.26
H -10.213 -4.543 3.486 0.0 0.0 0.1 0.17
C 2.591 -5.793 6.620 0.3 0.6 -0.1 -0.81
C 3.309 -4.525 6.380 -0.1 -0.2 0.1 0.32
N 3.869 -3.538 6.194 -0.1 -0.3 0.0 -0.41
H 1.871 -5.967 5.824 0.0 0.0 0.0 0.27
H 3.298 -6.619 6.647 0.0 0.0 0.0 0.33
H 2.064 -5.745 7.570 0.0 0.0 0.0 0.31
C 2.084 -9.749 4.730 -0.2 0.2 0.3 -0.82
C 1.481 -8.904 5.777 0.0 -0.2 -0.2 0.40
N 1.012 -8.245 6.593 0.1 -0.3 -0.2 -0.40
H 3.048 -10.125 5.068 0.0 0.0 0.0 0.27
H 1.429 -10.591 4.512 0.0 0.0 0.0 0.31
H 2.227 -9.166 3.821 0.0 0.0 0.0 0.27
C 0.450 -6.122 -4.333 0.2 0.2 -0.1 -0.69
C 1.283 -5.163 -5.077 -0.2 -0.3 0.0 0.51
N 1.914 -4.397 -5.657 -0.2 -0.6 -0.2 -0.51
H -0.569 -5.744 -4.272 0.0 0.0 0.0 0.12
H 0.445 -7.083 -4.845 0.0 0.0 0.0 0.31
H 0.842 -6.258 -3.326 0.1 0.0 -0.1 0.29
C -4.939 -6.831 -4.628 -0.3 -0.5 0.2 -0.74
C -5.259 -8.201 -4.186 0.0 0.2 -0.1 0.32
N -5.509 -9.269 -3.839 0.0 0.3 0.0 -0.41
H -4.322 -6.865 -5.521 0.0 0.0 0.1 0.30
H -5.859 -6.291 -4.850 0.0 0.0 0.0 0.28
H -4.398 -6.306 -3.844 0.0 0.0 -0.1 0.26
C -2.064 -2.688 -6.214 -0.1 -0.3 0.1 -0.61
C -2.378 -4.061 -5.778 0.0 0.2 -0.1 0.26
N -2.623 -5.131 -5.434 0.3 0.5 -0.2 -0.35
H -1.445 -2.719 -7.110 0.0 -0.1 0.0 0.26
H -2.985 -2.150 -6.434 0.0 0.0 0.0 0.35
H -1.525 -2.163 -5.425 0.0 0.0 0.0 0.11

=====

38
Properties=species:S:1:pos:R:3:forces:R:3:mulliken_charge:R:1 method="wB97M-V/def2-TZVPD" gap_ev="6.072 / 6.733" e_above_lowest_kj_mol=0.0 total_charge=-1 homo_ev="-3.830 / -4.537" multiplicity=3
Pd 0.064 -0.170 0.211 0.0 1.0 -0.4 0.36
N -1.388 2.740 -1.301 0.0 0.0 0.0 -0.16
C -0.026 2.736 -1.099 0.5 -0.2 0.2 0.48
N 0.785 3.725 -1.446 -0.3 0.1 -0.1 -0.51
N 2.009 3.316 -1.065 0.0 -0.2 0.1 -0.58
N 1.940 2.147 -0.519 0.2 0.2 -0.1 -0.53
N 0.658 1.747 -0.522 -0.1 -0.1 -0.1 0.57
C -2.228 1.692 -1.005 -0.1 -0.5 0.2 0.43
N -3.522 1.661 -1.289 0.0 0.3 -0.1 -0.51
N -3.952 0.477 -0.816 0.2 -0.1 0.1 -0.64
N -2.973 -0.173 -0.281 -0.3 -0.1 0.0 -0.45
N -1.858 0.568 -0.385 0.2 0.0 0.2 0.46
H -1.780 3.527 -1.782 0.0 0.0 0.0 0.20
C 2.978 -3.756 -2.799 0.0 0.0 -0.1 -0.98
N 1.668 -3.747 -2.159 0.2 -0.1 0.0 0.29
C 0.697 -4.743 -2.596 -0.1 0.1 -0.2 -1.07
C 1.190 -2.555 -1.821 -0.1 0.0 0.0 0.51
N 0.766 -1.525 -1.521 0.1 -0.2 -0.3 -0.53
H 3.382 -4.767 -2.758 0.0 0.0 0.1 0.31
H 3.644 -3.084 -2.261 0.0 0.0 0.0 0.33
H 2.927 -3.439 -3.846 0.0 0.0 0.0 0.33
H 1.163 -5.726 -2.560 0.0 0.0 0.1 0.33
H 0.347 -4.552 -3.616 0.0 0.0 0.0 0.32
H -0.154 -4.732 -1.919 0.1 0.0 -0.1 0.33
Cl 0.386 -5.960 0.385 0.0 -0.2 0.2 -0.23
C 0.325 -4.307 0.943 -0.1 0.1 0.0 0.51
C 1.513 -3.646 1.248 0.0 0.1 0.0 -0.74
C 1.476 -2.345 1.686 0.0 -0.1 0.0 -0.66
C 0.235 -1.647 1.854 -0.1 -0.5 0.6 0.26
C 0.179 -0.317 2.363 -0.2 -0.1 0.0 -0.50
C -0.961 -2.373 1.531 0.1 0.1 0.1 -0.15
C -0.908 -3.673 1.083 0.1 -0.1 -0.1 -0.59
H 2.458 -4.160 1.130 0.0 0.0 0.0 0.41
H 2.397 -1.825 1.919 0.0 0.0 0.0 0.31
H 1.089 0.116 2.758 0.0 0.1 -0.1 0.25
H -0.746 0.028 2.808 0.0 0.1 -0.1 0.24
H -1.915 -1.871 1.627 0.0 0.0 0.0 0.19
H -1.818 -4.202 0.834 0.0 0.0 0.0 0.42

=====

20
Properties=species:S:1:pos:R:3:forces:R:3:mulliken_charge:R:1 method="wB97M-V/def2-TZVPD" gap_ev=8.635 e_above_lowest_kj_mol=61.3 total_charge=-1 homo_ev=-4.820
C -1.882 -0.719 0.680 0.2 0.5 -1.6 -0.53
O -2.476 -0.294 -0.584 0.0 0.2 0.7 -0.53
C -0.421 -0.300 0.797 0.0 -1.5 -0.3 0.53
C -0.048 1.128 0.553 0.5 2.0 0.7 -0.85
O 1.336 1.291 0.719 0.3 0.2 -0.7 -0.64
N 0.037 -0.773 2.120 1.0 0.1 0.2 -0.80
H -1.963 -1.800 0.567 0.1 -0.1 1.0 0.25
H -2.395 -0.303 1.544 -0.5 -0.1 0.0 0.29
H 0.126 -0.870 0.030 0.0 0.1 0.1 0.15
H -0.377 1.588 -0.390 -0.1 -0.7 -0.4 0.42
H -0.502 1.835 1.283 -0.3 -0.6 0.2 0.24
H 1.820 1.045 -0.227 -0.4 -0.5 0.6 0.41
H 0.908 -1.290 1.968 -0.5 0.0 0.0 0.29
H 0.417 0.022 2.646 -0.5 -0.1 -0.3 0.30
H -1.820 0.243 -1.033 0.1 0.2 -0.2 0.32
H -0.088 -0.777 -2.543 0.6 0.3 -0.2 0.27
O 0.557 -0.315 -3.105 -0.2 0.0 0.1 -0.75
H 1.345 -0.010 -2.503 -0.6 -0.5 0.1 0.44
H 3.121 -0.090 -1.121 -1.1 0.5 -0.5 0.18
O 2.305 0.387 -1.402 1.2 -0.1 0.6 -1.00